# 1
The following is a quantum chemistry calculation of an isolated molecule of C2HN3O3 at a distorted geometry, from the Open Molecules 2025 dataset.

The geometry in XYZ format:
```
9
Properties=species:S:1:pos:R:3:forces:R:3
O -1.70298 1.31621 -0.23774 4.30 -1.14 0.44
C -0.62038 0.71906 -0.08109 -2.19 6.40 -0.82
N 0.71522 1.42206 0.13605 -3.06 0.85 0.31
N 1.69630 0.72455 0.27317 0.22 -1.73 -1.31
N 1.68735 -0.59404 -0.20537 3.20 -1.34 3.72
O 0.43094 -1.34342 -0.37350 1.93 0.14 0.41
C -0.62748 -0.66212 0.00819 -5.34 -5.62 2.23
O -1.67626 -1.23891 0.40078 3.89 1.35 -1.46
H 2.38149 -1.08057 0.69415 -2.94 1.08 -3.51
```
Positions in Å, forces in eV/Å.

Calculated values
HOMO level: -10.63 eV
F_max: 8.07 eV/A
SMILES string: O=c1nn[nH]oc1=O
charge: 0
energy relative to the best compared isomer or geometry (same formula, charge and spin): 6.964 eV

---

# 2
The following is a quantum chemistry calculation of an isolated molecule of C5H8N2S at a distorted geometry, from the Open Molecules 2025 dataset.

The geometry in XYZ format:
```
16
Properties=species:S:1:pos:R:3:forces:R:3
H -0.81171 2.23610 -0.40304 -0.40 -0.37 0.18
N 0.08058 2.29569 -0.86458 1.76 -0.24 -0.24
C 0.87130 1.31816 -0.64134 -2.22 0.25 0.44
N 0.53551 0.15568 0.07994 1.15 0.08 -0.60
S 1.73203 -1.04818 0.25240 -0.18 0.38 0.56
C -0.74103 -0.01727 0.65536 -0.66 -0.15 0.92
C -1.04315 0.57993 1.80901 -2.39 -0.92 0.15
C -1.75421 -0.80061 -0.04862 -0.83 -0.63 -1.39
C -1.70684 -1.11841 -1.35394 1.03 0.22 0.52
H 1.87373 1.25076 -1.01368 0.45 0.27 -0.33
H 1.58210 -1.73072 -0.88015 -0.24 -0.19 -0.41
H -2.06528 0.44140 2.30166 1.54 0.16 -0.95
H -0.39610 1.23964 2.29749 1.08 0.74 0.63
H -2.67013 -1.06975 0.49146 0.43 0.33 0.03
H -2.49099 -1.58623 -1.92164 -0.37 -0.20 0.30
H -0.80311 -0.94059 -1.94077 -0.16 0.24 0.19
```
Positions in Å, forces in eV/Å.

Calculated values
HOMO level: -9.08 eV
F_max: 2.57 eV/A
SMILES string: [H]/N=C\N(S)C(=C)C=C
charge: 0
energy relative to the best compared isomer or geometry (same formula, charge and spin): 2.436 eV

---

# 3
The following is a quantum chemistry calculation of a cluster of 7 separate species, C47H103N5O7 in total at a distorted geometry, from the Open Molecules 2025 dataset.

The geometry in XYZ format:
```
162
Properties=species:S:1:pos:R:3:forces:R:3
C 2.01015 2.93981 3.43560 -0.24 0.00 0.01
C 0.51664 2.45840 3.44760 -1.63 -1.38 2.24
C -0.19259 2.90636 4.79985 0.52 -1.44 -0.73
C -0.45291 4.32999 4.75050 0.87 1.16 0.68
C -1.25893 4.74480 3.53266 -1.14 -0.04 1.47
C -0.77546 4.24229 2.16871 -1.12 2.92 0.83
N -0.35645 2.90950 2.33691 0.80 -2.22 0.85
O 0.14771 2.42203 1.11616 0.70 0.03 -0.14
C -1.99280 4.23657 1.21844 0.69 -0.29 -1.22
C 0.23894 5.30243 1.73035 1.80 -0.21 -0.99
C 0.42664 0.85064 3.61965 1.70 1.09 -1.82
H 2.68630 2.51175 2.69554 -0.44 -0.67 -0.16
H 2.45429 2.75711 4.41410 -0.04 -0.14 0.06
H 2.15946 4.00116 3.23722 -0.58 0.12 0.20
H -1.14221 2.46046 5.09564 -0.39 -0.86 -1.19
H 0.38138 2.56905 5.66291 0.78 0.39 -0.11
H 0.53843 4.78282 4.76767 -0.06 0.75 -0.08
H -0.93056 4.54745 5.70584 -0.28 0.83 -0.18
H -1.36902 5.82070 3.66836 0.13 0.21 -0.95
H -2.27902 4.38233 3.65970 -0.16 -0.29 0.23
H -2.89487 3.76076 1.60311 0.05 0.31 0.45
H -2.17886 5.20403 0.75209 -0.30 0.23 0.60
H -1.73466 3.64567 0.33963 0.18 -0.18 -0.09
H -0.15411 6.25560 1.37670 -0.52 -0.18 0.25
H 0.99583 5.53771 2.47859 -0.41 0.06 0.55
H 0.90196 4.97414 0.92989 -0.28 -0.38 -0.46
H -0.49931 0.31440 3.82739 -0.46 0.83 -0.08
H 1.15321 0.48644 4.34598 0.08 0.38 0.18
H 0.81586 0.52760 2.65412 -0.15 -0.64 -0.09
H -0.57409 1.87970 0.78984 -0.08 -0.30 -0.26
C -4.85805 -2.85452 5.77248 -1.91 -0.13 -1.24
C -3.88952 -3.12373 4.65181 2.35 -2.09 2.02
C -3.41398 -4.66136 4.79073 0.59 1.07 -0.45
C -2.75577 -5.09541 3.52256 -3.03 0.66 -3.28
C -3.73535 -4.86340 2.22650 2.04 0.78 0.98
C -4.19442 -3.37335 1.99222 1.71 -2.46 -0.20
N -4.50010 -2.83231 3.35045 0.65 0.73 -0.65
O -4.93616 -1.56199 3.28219 -0.67 -0.26 0.94
C -3.07877 -2.43031 1.37010 -0.30 -0.38 0.56
C -5.40341 -3.42934 1.08533 -1.53 1.68 0.69
C -2.63134 -2.16504 4.94609 -0.38 0.17 -1.90
H -5.20060 -1.82074 5.72713 0.56 0.15 0.91
H -4.52328 -3.31198 6.70348 0.08 0.65 -0.04
H -5.76735 -3.36468 5.45464 -0.27 -0.45 0.47
H -2.52055 -4.77186 5.40528 -0.48 0.82 1.13
H -4.16281 -5.32861 5.21750 -0.31 0.19 -0.39
H -2.58172 -6.17014 3.46993 0.90 0.32 0.27
H -1.96766 -4.37095 3.31726 0.80 -0.85 0.17
H -4.55347 -5.58360 2.23585 -0.12 0.29 -0.09
H -3.06880 -5.03081 1.38045 -0.33 -0.50 -0.23
H -3.49717 -1.42394 1.35393 0.40 0.26 0.03
H -2.12709 -2.51174 1.89525 -0.14 0.28 0.28
H -2.81808 -2.57748 0.32202 -0.59 -0.70 -0.04
H -6.23673 -3.79616 1.68458 -0.13 -0.41 -0.30
H -5.69929 -2.41124 0.83228 -0.03 0.19 -0.06
H -5.36042 -3.92795 0.11702 0.73 -0.45 0.47
H -2.99675 -1.14004 5.00892 -0.01 -0.04 0.50
H -1.93913 -2.13703 4.10456 0.07 -0.25 -0.17
H -2.00887 -2.45593 5.79226 -0.70 -0.18 0.21
H -4.19283 -1.12520 2.85996 0.24 0.95 -0.61
C -0.26811 -0.34440 -5.44922 0.51 1.50 -0.85
C -1.68899 -0.46050 -6.05097 -1.73 0.14 0.61
C -2.67662 0.47466 -5.17278 -0.51 -1.48 -1.48
C -4.05084 0.67247 -5.88047 0.13 1.28 0.74
C -3.82286 1.28900 -7.20306 0.93 -1.02 -3.15
C -2.96149 0.30051 -8.18834 -2.19 2.17 0.24
N -1.75802 0.04584 -7.45770 1.09 -0.14 0.88
O -0.90396 -0.69159 -8.32161 0.42 -0.54 0.54
C -3.88003 -0.92841 -8.68677 0.97 0.64 0.83
C -2.51600 1.16611 -9.42526 -0.49 -0.89 -0.59
C -2.18707 -1.90212 -5.89350 0.01 0.01 0.78
H 0.10586 0.65014 -5.69243 -0.14 0.36 -0.37
H 0.53104 -0.96819 -5.84965 -0.49 -0.59 -0.06
H -0.16659 -0.28419 -4.36563 -0.69 -0.71 0.17
H -2.96523 -0.02745 -4.24937 0.81 -0.03 0.34
H -2.17898 1.42718 -4.99073 -0.20 0.06 0.04
H -4.61926 1.42562 -5.33478 0.03 0.10 0.55
H -4.76542 -0.15004 -5.91145 0.61 -0.59 -0.03
H -3.30525 2.24501 -7.12417 0.40 -0.11 0.16
H -4.70326 1.53800 -7.79551 -0.44 -0.22 0.29
H -3.22339 -1.60015 -9.23968 -0.24 -0.11 -0.09
H -4.36251 -1.47763 -7.87828 0.53 -0.06 0.38
H -4.76368 -0.66694 -9.26891 0.46 0.64 -0.47
H -1.97872 0.58819 -10.17722 0.07 -0.50 0.19
H -3.37102 1.50157 -10.01220 -0.29 0.30 0.37
H -1.84262 2.00391 -9.24431 -0.30 0.11 0.69
H -1.56294 -2.60165 -6.44957 -0.17 -0.07 0.06
H -3.25036 -2.08821 -6.04480 0.04 0.32 -0.78
H -2.13714 -2.08655 -4.82038 0.60 -0.44 0.16
H -0.30067 -0.00877 -8.62394 0.26 -0.09 -0.11
C 4.88315 6.24392 -2.70476 0.12 -0.32 -0.55
C 4.93202 4.69843 -2.74267 -0.15 -0.76 0.65
C 4.30804 4.28448 -1.33678 -0.01 0.44 -0.61
C 3.79097 2.89407 -1.31481 0.42 -0.83 0.02
C 2.93413 2.57445 -2.52999 -0.78 -0.33 0.87
C 3.59587 2.80822 -3.88060 -0.54 0.25 -0.85
N 4.12498 4.20480 -3.92382 -1.67 0.00 3.97
O 4.69932 4.61398 -5.09516 0.62 -0.36 -1.21
C 4.67344 1.77719 -4.19051 0.80 -0.29 -0.92
C 2.48245 2.71124 -5.03609 0.74 0.45 0.58
C 6.36765 4.10109 -2.74023 0.94 2.19 0.14
H 3.86247 6.57151 -2.50726 -0.09 -0.18 -0.06
H 5.17380 6.70420 -3.64909 0.27 -0.08 0.05
H 5.49121 6.63553 -1.88927 0.19 -0.09 -0.07
H 5.05344 4.29632 -0.54158 0.49 0.54 -0.31
H 3.54340 4.97916 -0.98916 -0.21 0.21 -0.46
H 3.33694 2.68538 -0.34610 -0.73 0.08 -0.13
H 4.67824 2.26716 -1.22631 0.08 -0.53 -0.65
H 1.97314 3.08303 -2.45295 0.11 0.80 -0.12
H 2.56339 1.55476 -2.42568 0.46 -0.52 -0.45
H 4.32615 0.76151 -4.37995 -0.54 0.14 -0.31
H 5.13596 2.18731 -5.08827 0.12 -0.45 -0.37
H 5.53175 1.58856 -3.54567 -0.38 0.64 0.69
H 1.63365 3.38696 -4.93096 -0.06 0.05 0.87
H 2.86845 3.06754 -5.99116 0.49 -0.59 -0.14
H 2.08537 1.70174 -5.14256 0.24 -0.04 -0.02
H 6.54145 3.05591 -2.48429 -0.38 0.22 -0.18
H 6.93881 4.73376 -2.06081 -0.20 -0.32 1.17
H 7.00259 4.44987 -3.55466 -0.59 -0.79 -1.15
H 3.91473 4.83306 -5.60314 0.20 0.43 -0.40
C 5.31136 -5.56117 4.10642 -0.72 -1.27 -1.68
C 4.08062 -4.76027 4.58473 -0.02 0.37 1.70
C 4.73178 -3.66727 5.60199 -0.47 -2.79 -2.08
C 3.79160 -2.62243 5.86132 -1.67 2.79 0.53
C 3.30812 -1.87642 4.56065 -0.34 -1.78 0.89
C 2.67990 -2.85133 3.44481 -0.27 3.15 1.23
N 3.45881 -4.06012 3.43204 1.31 0.38 -1.03
O 2.96789 -4.90843 2.39549 -0.19 -0.34 0.74
C 1.20423 -3.10841 3.78185 0.27 -1.85 0.24
C 2.65832 -2.01103 2.10660 0.36 -1.13 0.93
C 2.99604 -5.68164 5.34530 1.35 0.51 -0.39
H 6.07491 -5.02855 3.53949 -0.27 0.78 0.24
H 4.93010 -6.26173 3.36348 -0.08 -0.29 -0.24
H 5.88421 -6.23724 4.74113 -0.52 0.43 0.95
H 4.91227 -4.19698 6.53737 0.71 -0.14 -0.23
H 5.60789 -3.27767 5.08358 0.30 -0.22 0.33
H 4.26510 -1.87945 6.50310 0.23 0.43 -0.10
H 3.04718 -2.98074 6.57234 -0.84 -0.12 -0.56
H 4.20133 -1.33837 4.24320 -0.13 -0.03 -0.61
H 2.54649 -1.15227 4.84983 0.02 0.07 -0.21
H 0.44976 -2.33116 3.66037 0.48 0.46 0.32
H 0.88977 -3.92404 3.13073 -0.11 -0.07 -0.36
H 1.22490 -3.60878 4.74999 -0.63 0.50 0.45
H 1.88039 -2.42751 1.46670 0.59 -0.37 -0.56
H 2.32403 -0.98159 2.23551 0.29 0.01 0.60
H 3.68771 -2.02690 1.74857 -0.26 0.06 -0.70
H 3.51812 -6.31957 6.05845 0.06 -0.10 0.00
H 2.43669 -6.32462 4.66575 0.20 0.09 -0.23
H 2.26689 -5.11397 5.92340 0.13 0.31 -0.11
H 3.69886 -5.00941 1.78143 0.19 0.11 -0.07
C -5.68167 -0.21740 -1.24773 -1.81 1.19 0.07
O -4.29002 -0.13151 -1.11943 0.76 -0.85 -0.07
H -6.07629 0.73408 -1.60417 -0.03 0.25 0.00
H -6.12982 -0.91532 -1.95496 1.15 -0.52 -0.15
H -6.19735 -0.39671 -0.30433 0.15 -0.15 0.33
H -4.09515 0.65329 -0.60201 -0.16 0.23 -0.08
C -0.22603 -0.16463 -0.78402 1.35 -2.65 0.64
O -1.26617 0.50350 -0.19478 -2.38 1.76 -0.04
H 0.01435 -0.84920 0.02941 1.38 -0.42 -0.21
H -0.57428 -0.84582 -1.56043 0.18 0.42 -0.58
H 0.65009 0.41799 -1.06876 -0.38 0.27 -0.05
H -2.05796 0.13309 -0.59159 -0.28 0.36 0.05
```
Positions in Å, forces in eV/Å.

Calculated values
HOMO level (alpha / beta): -9.16 / -9.16 eV
F_max: 4.51 eV/A
<S²>: 0.754
spin multiplicity: 2
charge: +1

---

# 4
The following is a quantum chemistry calculation of a cluster of 9 separate species, C24H54O15S6 in total at a distorted geometry, from the Open Molecules 2025 dataset.

The geometry in XYZ format:
```
99
Properties=species:S:1:pos:R:3:forces:R:3
C -2.47313 1.56956 3.06364 -0.35 -1.79 1.18
C -1.27068 1.38456 4.01044 0.10 0.29 1.54
C -1.58780 0.58056 5.29762 -1.98 0.35 -0.83
O -1.26043 -0.74698 4.93662 0.36 -0.60 -0.07
C -0.39390 -0.71503 3.88311 -0.46 -0.05 0.35
O 0.13065 -1.64190 3.36081 -0.34 -0.06 0.29
O -0.24055 0.55473 3.49894 0.53 1.02 -1.38
H -2.33148 2.04988 2.10256 0.25 0.26 0.16
H -3.33551 1.92426 3.63468 0.34 1.00 -0.09
H -2.88212 0.56003 2.91123 0.43 -0.17 -0.60
H -0.86693 2.32070 4.39380 0.35 0.20 -0.77
H -2.67259 0.67223 5.41017 0.03 -0.44 0.44
H -1.13045 0.87521 6.23942 0.48 0.10 -0.27
C 1.72265 -4.25354 -3.75571 -0.04 1.67 -0.85
C 0.59329 -4.27382 -2.72792 1.72 -0.89 0.31
C -0.55756 -3.24922 -2.79494 1.03 -1.60 0.96
O -1.67743 -4.13615 -2.80893 -0.99 0.49 -0.60
C -1.33246 -5.44922 -2.74385 0.38 0.23 -0.35
O -2.11210 -6.33559 -2.65411 -0.31 -0.18 -0.01
O 0.00025 -5.58269 -2.83351 -0.90 0.25 0.00
H 2.66062 -4.74826 -3.51735 -0.30 -0.30 0.45
H 2.00067 -3.21781 -3.98954 0.07 0.11 0.53
H 1.41929 -4.57330 -4.75623 -0.42 -0.53 0.28
H 0.97501 -4.28542 -1.70499 0.40 0.45 -0.18
H -0.42139 -2.54496 -3.61536 -0.72 -0.21 -0.27
H -0.61666 -2.74304 -1.83876 0.14 0.47 -0.31
C -1.04192 5.34001 2.92586 1.98 -1.07 1.19
C -0.19050 4.90874 1.73009 -2.91 1.29 -1.94
C 0.90468 5.83141 1.17818 -0.32 -0.90 0.83
O 1.99398 4.92026 1.04954 0.66 0.13 -0.16
C 1.69648 3.68032 1.53884 0.35 0.91 -1.07
O 2.49690 2.80818 1.61861 -0.28 -0.14 0.24
O 0.37888 3.61280 1.75082 0.04 -0.62 1.58
H -1.93763 4.73025 3.01072 -0.01 0.02 -0.03
H -1.28871 6.39350 3.02573 0.06 0.08 -0.67
H -0.37041 5.12700 3.76962 -0.50 0.05 0.46
H -0.94768 4.82959 0.94041 0.19 -0.01 -0.25
H 1.22048 6.64227 1.83209 -0.15 0.05 0.00
H 0.51088 6.19087 0.23018 0.75 0.27 -0.16
C 6.16372 3.17584 -2.93234 -0.24 -0.60 -0.81
S 5.61670 3.69201 -4.60867 -0.43 -0.10 -0.77
O 6.15215 2.70748 -5.61145 0.04 0.62 0.96
C 3.90355 3.12381 -4.39462 0.06 -1.04 1.68
H 7.23678 3.33526 -2.86879 0.00 -0.01 -0.09
H 5.92965 2.11011 -2.96312 0.27 -0.08 0.39
H 5.65648 3.66151 -2.10175 -0.15 0.21 -0.22
H 3.18533 3.21642 -5.20115 0.44 0.44 -0.32
H 3.48008 3.44281 -3.43637 -0.02 0.70 -0.24
H 4.04315 2.06025 -4.16931 0.01 -0.14 -0.55
C -4.66088 -0.27623 -0.52538 0.69 -0.18 -0.14
S -3.35010 -0.43887 -1.79738 1.01 0.30 0.36
O -2.20504 -1.22639 -1.16060 -1.56 0.76 -0.76
C -4.10547 -1.46335 -3.07122 -1.16 -0.69 0.25
H -5.42998 0.42776 -0.83620 -0.14 -0.28 -0.28
H -4.14051 0.19573 0.30940 0.15 -0.04 -0.06
H -5.01691 -1.24647 -0.18434 -0.21 -0.01 -0.22
H -4.89280 -1.00367 -3.67479 0.22 0.80 0.34
H -4.64294 -2.28137 -2.58681 0.53 -0.38 -0.04
H -3.36714 -1.81079 -3.78938 0.34 -0.11 0.43
C 1.59067 -4.72028 2.42963 -0.34 -0.88 -0.36
S 2.62866 -3.28834 2.82370 1.19 -1.36 0.17
O 3.66206 -3.89708 3.74486 -0.45 0.64 -0.10
C 3.53937 -3.08288 1.25322 -0.04 0.53 0.79
H 2.03920 -5.62721 2.83955 0.55 0.38 0.28
H 1.49965 -4.96674 1.36973 -0.19 0.58 -0.12
H 0.60845 -4.67488 2.89502 0.02 0.47 -0.14
H 3.81949 -4.02324 0.78657 -0.27 -0.02 -0.11
H 4.44485 -2.59285 1.61674 0.05 -0.06 -0.04
H 3.01353 -2.35696 0.63656 -0.15 -0.39 -0.42
C 2.45681 0.81229 -0.93418 0.76 0.35 -0.68
S 1.04448 -0.29480 -1.27333 0.62 0.65 1.75
O 1.67989 -1.64157 -1.28373 -0.40 -0.31 -0.18
C 0.33174 -0.05315 0.42217 0.31 -0.70 0.61
H 2.99805 0.94877 -1.87548 -0.45 0.27 -0.25
H 3.26677 0.40553 -0.32469 -0.69 -0.66 0.49
H 2.19921 1.76819 -0.48301 -0.27 0.00 -0.23
H 1.03176 -0.52912 1.11447 0.29 0.04 -0.21
H -0.59610 -0.59203 0.60707 -0.13 0.01 -0.72
H 0.21419 0.96492 0.79459 0.12 0.18 -0.59
C -2.36826 -3.29289 0.83454 -0.11 -0.64 0.58
S -1.97908 -4.44652 2.20353 0.45 0.48 0.66
O -2.11573 -5.84638 1.71178 -0.34 0.48 -0.12
C -3.44040 -4.14591 3.27930 -0.29 -0.76 0.18
H -1.72473 -3.50076 -0.01626 -0.16 -0.52 0.01
H -2.12756 -2.25847 1.06869 -0.37 -0.02 0.51
H -3.41937 -3.49287 0.63291 0.02 0.37 -0.49
H -3.43623 -4.93322 4.03813 0.36 -0.32 -0.33
H -4.34828 -4.32079 2.69911 -0.01 0.30 -0.08
H -3.49284 -3.26323 3.91794 0.35 0.52 -0.72
C -0.29243 4.80751 -2.47507 1.20 -0.10 0.10
S -1.75680 3.75742 -2.36323 -0.46 1.24 0.85
O -2.56634 4.53019 -1.32905 0.43 -1.01 -0.62
C -1.07505 2.24323 -1.55291 0.64 1.40 -1.20
H -0.40851 5.65420 -3.14865 -0.53 -0.15 -0.08
H 0.62694 4.29855 -2.77886 -0.25 -0.32 -0.18
H -0.08131 5.20900 -1.48322 -0.33 -0.13 0.10
H -1.51335 2.25518 -0.56133 -0.08 -0.56 -0.04
H 0.01365 2.31010 -1.55582 -0.03 0.19 0.45
H -1.28758 1.46526 -2.27931 -0.52 -0.45 0.66
```
Positions in Å, forces in eV/Å.

Calculated values
HOMO level: -8.02 eV
F_max: 3.73 eV/A
charge: 0
energy relative to the best compared isomer or geometry (same formula, charge and spin): 2.357 eV

---

Question: Among the records above, which one has the lowest F_max?
Answer: C5H8N2S